(1)
This record from the OMol25 dataset describes a structure of composition C5H10Br2Si in a non-equilibrium geometry. The level of theory is wB97M-V/def2-TZVPD.

Atoms and positions in Å:
C -1.325 1.384 2.197
C -1.661 0.135 1.851
C 1.188 -1.242 -0.398
C 0.639 0.149 -1.016
C -0.693 0.159 -1.669
Si -2.285 -0.072 0.094
Br -3.982 1.308 -0.401
Br -3.073 -2.170 -0.017
H -0.984 1.743 3.064
H -1.602 2.275 1.587
H -1.585 -0.641 2.480
H 1.581 -1.963 -1.241
H 2.064 -1.049 0.282
H 0.325 -1.637 0.007
H 0.747 0.901 -0.099
H 1.360 0.404 -1.672
H -0.994 -0.554 -2.318
H -0.804 1.092 -2.048

Total energy: -5634.022871 Ha
Relative energy (zero: lowest compared OMol25 entry of this formula, charge and spin): 1.5991 eV
Multiplicity: 1
HOMO level: -9.17 eV
E_LUMO: 0.4409 eV

These are the Mulliken partial charges, in e, on atoms 1 to 5:
1. C -0.921
2. C -0.092
3. C -0.953
4. C -0.369
5. C -1.109


(2)
This record from the OMol25 dataset describes a cluster of 6 separate species, C5H22N2O6 in total in a non-equilibrium geometry. The level of theory is wB97M-V/def2-TZVPD.

Atoms and positions in Å:
N 1.563 0.365 -2.031
C 0.591 0.316 -0.827
C 1.314 0.983 0.388
C 2.546 0.226 0.986
O 3.437 0.128 0.174
C -0.739 0.954 -1.183
N -1.601 0.995 0.014
C -2.521 -0.156 0.013
H 1.398 1.271 -2.492
H 2.549 0.433 -1.721
H 0.638 -0.819 -0.721
H 0.453 1.052 1.111
H 1.650 1.946 0.056
H 2.506 0.144 2.048
H -0.698 2.041 -1.471
H -1.297 0.409 -2.052
H -2.130 1.862 -0.010
H -2.748 -0.540 -1.030
H -2.032 -1.091 0.323
H -3.493 -0.011 0.546
H -2.511 2.472 2.399
H -1.071 3.019 2.558
O -1.855 2.756 3.051
H 0.068 -1.837 1.686
H 0.753 -3.090 1.107
O 0.779 -2.131 1.085
H -1.096 -2.354 -2.094
H -0.600 -2.721 -0.713
O -1.387 -2.640 -1.228
H 0.917 -1.520 -3.077
H 0.098 -0.731 -4.030
O 0.078 -1.577 -3.556
H -1.171 1.028 3.385
H -1.149 0.432 1.997
O -0.821 0.312 2.932

Total energy: -764.587277 Ha
Relative energy (zero: lowest compared OMol25 entry of this formula, charge and spin): 3.7907 eV
Multiplicity: 1
HOMO level: -9.39 eV
E_LUMO: 0.2867 eV

These are the Mulliken partial charges, in e, on atoms 1 to 5:
1. N -0.705
2. C 1.177
3. C -0.684
4. C -0.063
5. O -0.537


(3)
This record from the OMol25 dataset describes a structure of composition C22H47ClFNNbO12S2 in a non-equilibrium geometry. The level of theory is wB97M-V/def2-TZVPD.

Atoms and positions in Å:
C 1.599 1.529 2.760
O 0.905 0.469 2.014
C 0.398 0.922 0.716
Nb -1.044 -0.518 -0.334
C 0.151 -2.212 0.670
C 1.768 -2.157 0.427
C 2.622 -2.377 1.821
C 4.223 -2.733 1.546
C 4.957 -1.667 0.524
N 4.537 -0.227 0.719
C 0.299 -0.436 -2.159
O 0.898 -1.748 -2.577
C 1.974 -1.532 -3.564
C 3.446 -0.843 -3.247
O 1.791 -1.948 -4.837
C -2.371 1.182 -1.138
C -1.713 2.113 -2.302
C -0.382 2.971 -1.864
O -2.753 3.169 -2.574
C -2.492 -0.677 1.386
C -2.437 0.279 2.664
C -1.503 -0.263 3.947
Cl -2.262 2.106 2.433
C -2.396 -1.944 -1.498
C -1.899 -3.470 -1.688
F -2.602 -1.394 -2.891
H 1.472 1.252 3.914
H 2.765 1.522 2.569
H 1.103 2.583 2.618
H 1.358 0.981 0.007
H -0.006 2.045 0.735
H 0.010 -2.016 1.841
H -0.259 -3.287 0.495
H 2.033 -3.098 -0.259
H 2.136 -1.216 -0.201
H 2.132 -3.281 2.404
H 2.616 -1.453 2.543
H 4.323 -3.860 1.192
H 4.749 -2.610 2.605
H 6.114 -1.716 0.757
H 4.802 -2.054 -0.570
H 3.873 0.103 -0.023
H 4.170 -0.039 1.683
H -0.256 -0.092 -3.159
H 1.212 0.290 -2.049
H 3.333 0.188 -2.657
H 3.995 -0.541 -4.260
H 4.123 -1.531 -2.590
H -3.346 0.685 -1.618
H -2.780 1.907 -0.313
H -1.610 1.579 -3.365
H -0.148 3.700 -2.780
H 0.585 2.339 -1.689
H -0.590 3.710 -0.950
H -2.850 3.607 -1.675
H -2.431 -1.805 1.777
H -3.592 -0.601 0.924
H -3.535 0.191 3.145
H -0.799 -1.148 3.658
H -0.933 0.678 4.402
H -2.181 -0.664 4.842
H -3.478 -1.983 -0.995
H -0.804 -3.639 -2.056
H -2.600 -4.046 -2.459
H -1.997 -4.050 -0.649
C -7.089 -3.069 2.771
C -6.213 -1.996 2.128
O -5.768 -1.181 3.210
S -5.612 -2.108 4.543
O -4.222 -2.488 4.668
O -6.361 -1.496 5.616
O -6.445 -3.400 4.000
H -8.085 -2.678 3.002
H -7.185 -3.956 2.139
H -6.759 -1.398 1.394
H -5.332 -2.439 1.654
C 4.602 5.183 -3.749
C 3.604 6.130 -3.088
O 2.462 5.326 -2.800
S 2.953 3.805 -2.474
O 3.031 3.654 -1.038
O 2.218 2.896 -3.322
O 4.470 3.944 -3.054
H 4.348 5.013 -4.800
H 5.629 5.552 -3.679
H 3.333 6.967 -3.735
H 3.994 6.515 -2.139

Total charge: -1
Total energy: -3236.934652 Ha
Relative energy (zero: lowest compared OMol25 entry of this formula, charge and spin): 9.0239 eV
Multiplicity: 1
HOMO level: -4.91 eV
E_LUMO: 1.8066 eV

These are the Mulliken partial charges, in e, on atoms 1 to 5:
1. C -0.770
2. O 0.166
3. C 0.163
4. Nb -1.668
5. C -0.204


(4)
This record from the OMol25 dataset describes a cluster of 10 separate species, C5H26NO10 in total in a non-equilibrium geometry. The level of theory is wB97M-V/def2-TZVPD.

Atoms and positions in Å:
O -0.682 0.629 1.039
C -0.139 1.238 0.079
N 0.376 0.572 -0.939
C 0.641 1.238 -2.190
C 2.129 1.579 -2.391
C 2.848 0.267 -2.536
O 3.112 -0.291 -3.576
C 0.294 2.698 0.243
H 0.115 -0.951 -1.538
H 0.092 2.181 -2.311
H 0.337 0.623 -3.043
H 2.250 2.227 -3.263
H 2.663 2.169 -1.643
H 3.108 -0.284 -1.613
H -1.985 3.441 2.320
H 0.291 3.390 -0.593
H 1.346 2.600 0.522
H -0.266 3.099 1.082
H 1.156 -1.490 1.090
H 0.716 -0.272 1.796
O 1.431 -0.939 1.834
H -0.895 -3.288 -0.865
H -1.988 -4.055 -0.108
O -1.037 -4.016 -0.228
H -2.255 -1.565 -2.388
H -1.955 -3.031 -2.808
O -2.596 -2.452 -2.402
H 0.706 -2.225 -2.221
H -2.334 2.853 2.041
O -0.070 -1.934 -1.729
H -3.128 -0.190 3.318
H -3.388 -1.122 2.144
O -3.557 -1.021 3.092
H -2.571 -1.903 -0.371
H -1.622 -0.852 0.371
O -2.532 -1.187 0.268
H 3.598 -1.522 2.353
H 3.780 -0.282 3.141
O 4.241 -0.815 2.485
H -1.298 1.786 2.645
H -0.056 1.310 3.371
O -0.877 1.787 3.522

Total charge: -1
Total energy: -1013.300528 Ha
Relative energy (zero: lowest compared OMol25 entry of this formula, charge and spin): 3.0355 eV
Multiplicity: 1
HOMO level: -5.81 eV
E_LUMO: 2.9135 eV

These are the Mulliken partial charges, in e, on atoms 1 to 5:
1. O -0.627
2. C 0.404
3. N -0.047
4. C -0.885
5. C -0.470


(5)
This record from the OMol25 dataset describes the ion C8H16N3 with charge +1 in a non-equilibrium geometry. The level of theory is wB97M-V/def2-TZVPD.

Atoms and positions in Å:
C 2.784 -0.465 -0.279
C 2.223 0.976 -0.153
C 2.133 -1.538 -0.600
C 0.959 1.207 0.193
C 0.011 0.066 0.627
C -1.733 0.726 -1.347
C -2.324 -0.943 0.504
C -1.421 0.203 0.123
N 0.305 2.406 0.316
N 0.153 -0.463 1.808
N 0.701 -1.523 -0.653
H 3.873 -0.557 -0.189
H 2.967 1.758 -0.294
H 2.605 -2.524 -0.616
H -1.910 -0.036 -2.035
H -0.715 1.293 -1.646
H -2.412 1.503 -1.136
H -3.308 -0.654 0.332
H -2.223 -1.231 1.540
H -1.983 -1.803 -0.048
H -1.876 1.074 0.690
H 0.784 3.281 0.493
H -0.608 2.316 -0.069
H -0.404 -1.280 1.790
H 0.803 -0.250 2.534
H 0.296 -1.198 -1.529
H 0.319 -2.342 -0.357

Total charge: +1
Total energy: -478.361321 Ha
Relative energy (zero: lowest compared OMol25 entry of this formula, charge and spin): 2.5528 eV
Multiplicity: 1
HOMO level: -12.01 eV
E_LUMO: -3.5566 eV

These are the Mulliken partial charges, in e, on atoms 1 to 5:
1. C -0.479
2. C -0.716
3. C -0.431
4. C 0.098
5. C 1.014